The following is a DFT calculation (ωB97M-V/def2-TZVPD) of 2 unconnected molecules or ions with the total composition C4H5N3 at a distorted geometry.

XYZ file:
```
12
Properties=species:S:1:pos:R:3:nbo_charge:R:1
N -2.437 1.246 0.927 -0.7316
C -1.706 1.881 0.255 -0.1234
C -0.355 -0.048 -0.651 0.2954
C 1.088 -0.047 -1.005 -0.3757
N 1.774 -0.575 0.164 -0.3541
C 0.867 -0.836 1.014 0.2357
N -0.442 -0.560 0.545 -0.5187
H -1.217 0.214 -1.243 0.2869
H 1.302 -0.644 -1.900 0.2694
H 1.418 0.981 -1.207 0.2937
H 1.012 -1.230 2.013 0.2230
H -1.304 -0.382 1.087 0.4993
```

Kohn-Sham gap (alpha / beta): 8.02 / 8.01 eV
Energy relative to the best compared isomer or geometry (same formula, charge and spin): 347.6 kJ/mol
LUMO (alpha / beta): -1.181 / -1.181 eV
2S+1: 1
Highest occupied orbital energy (alpha / beta): -9.20 / -9.20 eV